No. 1
{
  "formula": "C26H16Br2ClN4OTm",
  "method": "ωB97M-V/def2-TZVPD",
  "elements": ["Tm", "Cl", "C", "C", "C", "C", "O", "C", "C", "N", "C", "C", "C", "C", "C", "C", "C", "C", "N", "C", "C", "H", "H", "H", "H", "H", "H", "H", "H", "H", "H", "Br", "C", "C", "C", "N", "C", "C", "C", "C", "C", "Br", "C", "C", "N", "H", "H", "H", "H", "H", "H"],
  "xyz": [[-0.0717, 0.0000, 0.3272], [4.9017, 0.0007, 5.8494], [3.5618, 0.0004, 4.7704], [2.2553, -0.0003, 5.2729], [1.1808, -0.0005, 4.4142], [1.3518, -0.0001, 3.0262], [0.2868, -0.0001, 2.2348], [2.6792, 0.0004, 2.5079], [3.0199, 0.0005, 1.1219], [2.1959, 0.0002, 0.1054], [2.6828, 0.0002, -1.2352], [4.0114, 0.0000, -1.5959], [4.4183, -0.0001, -2.9394], [3.4974, -0.0004, -3.9452], [2.1221, 0.0001, -3.6297], [1.1312, 0.0002, -4.6325], [-0.1938, 0.0002, -4.2864], [-0.5281, 0.0001, -2.9332], [0.3660, 0.0002, -1.9531], [1.7018, 0.0001, -2.2769], [3.7632, 0.0008, 3.4164], [2.0986, -0.0006, 6.3434], [0.1679, -0.0008, 4.7943], [4.0904, 0.0007, 0.9362], [4.7885, 0.0000, -0.8452], [5.4755, -0.0002, -3.1666], [3.7966, -0.0006, -4.9850], [1.4368, 0.0001, -5.6715], [-0.9756, 0.0001, -5.0319], [-1.5707, 0.0001, -2.6331], [4.7761, 0.0013, 3.0324], [-5.8967, -3.8836, 0.2303], [-4.3238, -2.8719, 0.1970], [-3.0827, -3.4934, 0.1767], [-1.9641, -2.6904, 0.1542], [-2.0084, -1.3512, 0.1481], [-3.2169, -0.7459, 0.1707], [-4.3875, -1.4822, 0.1938], [-3.2169, 0.7456, 0.1707], [-4.3876, 1.4819, 0.1939], [-4.3240, 2.8715, 0.1974], [-5.8970, 3.8831, 0.2310], [-3.0829, 3.4931, 0.1769], [-1.9643, 2.6902, 0.1543], [-2.0085, 1.3511, 0.1482], [-2.9943, -4.5700, 0.1801], [-0.9770, -3.1401, 0.1387], [-5.3567, -1.0085, 0.2131], [-5.3568, 1.0082, 0.2131], [-2.9946, 4.5698, 0.1804], [-0.9773, 3.1400, 0.1388]],
  "spin_multiplicity": 3,
  "orbital_gap_ev": [6.89, 6.89],
  "total_charge": 2
}

=====

No. 2
{
  "formula": "C7H11Cl4N2",
  "method": "ωB97M-V/def2-TZVPD",
  "elements": ["C", "C", "C", "C", "C", "C", "C", "N", "N", "Cl", "Cl", "Cl", "Cl", "H", "H", "H", "H", "H", "H", "H", "H", "H", "H", "H"],
  "xyz": [[-0.1288, 0.4109, -1.6483], [-0.0401, 1.3866, -0.6300], [-0.3832, -0.7049, 0.4059], [3.3376, -0.3819, 0.4446], [-0.1119, 0.7570, 0.6453], [-0.3393, -0.8272, -1.0863], [-0.5064, 1.4067, 1.9240], [-0.4890, -1.9876, -1.7139], [0.1310, 2.6920, -0.8473], [3.2538, -1.9390, 1.1615], [3.8014, -0.3450, -1.2072], [-3.2932, -2.7174, 0.2261], [2.2502, 0.7644, 0.9673], [-0.0641, 0.6293, -2.6974], [0.3418, -1.3659, 0.8833], [-1.3677, -0.9861, 0.7914], [-1.5434, 1.1472, 2.1494], [-0.4312, 2.4897, 1.8745], [0.0983, 1.0590, 2.7594], [-0.7014, -2.8294, -1.2043], [-0.4781, -2.0258, -2.7194], [0.1909, 3.0500, -1.7854], [0.1883, 3.3406, -0.0815], [-3.7155, -3.0231, 1.3881]],
  "orbital_gap_ev": [6.78, 7.72],
  "total_charge": 1
}

=====

No. 3
{
  "formula": "C6H14IN2",
  "method": "ωB97M-V/def2-TZVPD",
  "elements": ["C", "C", "C", "C", "C", "C", "N", "N", "I", "H", "H", "H", "H", "H", "H", "H", "H", "H", "H", "H", "H", "H", "H"],
  "xyz": [[-0.4684, 0.4444, 0.0636], [0.1792, -2.4053, 0.4855], [0.8735, -0.8550, 2.4081], [0.2482, 0.3223, -2.1591], [-1.0937, 2.2656, -1.5462], [1.0361, -1.1713, 0.9394], [-0.4542, 0.9821, -1.0784], [-1.0206, 1.0305, 1.1022], [2.8177, -0.5351, 0.0014], [-0.6667, -2.4227, 1.1444], [0.7363, -3.3033, 0.6688], [-0.1041, -2.4082, -0.5609], [0.0577, -1.2914, 2.9501], [0.9053, 0.1913, 2.4534], [1.6772, -1.4117, 2.7446], [0.7921, -0.6361, -1.8505], [-0.4677, 0.0047, -2.9983], [0.9741, 1.0668, -2.7125], [-1.8212, 2.6844, -0.9465], [-0.3460, 2.9381, -1.6408], [-1.5228, 2.0005, -2.4750], [-0.9072, 0.5540, 2.0173], [-1.4250, 1.9555, 0.9893]],
  "e_above_lowest_kj_mol": 272.1,
  "orbital_gap_ev": [8.77, 8.77],
  "total_charge": 1
}

=====

No. 4
{
  "formula": "C3H6N2O",
  "method": "ωB97M-V/def2-TZVPD",
  "elements": ["H", "N", "C", "C", "N", "C", "O", "H", "H", "H", "H", "H"],
  "xyz": [[-0.2807, 2.0297, -1.9309], [0.0024, 1.2459, -1.3426], [-0.9849, 0.7764, -0.7029], [-0.7975, -0.3917, 0.2390], [0.5228, -0.9618, 0.1662], [1.5172, -0.6003, 1.0336], [2.6985, -0.7758, 0.8383], [-2.0136, 1.1542, -0.7874], [-0.9808, -0.0522, 1.2678], [-1.5633, -1.1517, 0.0324], [0.8664, -1.1539, -0.7673], [1.1195, -0.1629, 1.9718]],
  "e_above_lowest_kj_mol": 109.2,
  "smiles": "[H]/N=C/CNC=O",
  "orbital_gap_ev": 10.59
}

=====

No. 5
{
  "formula": "C5H16NO3",
  "method": "ωB97M-V/def2-TZVPD",
  "elements": ["C", "C", "C", "C", "C", "O", "N", "H", "H", "H", "H", "H", "H", "H", "H", "H", "H", "H", "H", "H", "H", "O", "H", "H", "O"],
  "xyz": [[-1.4104, -1.2622, -1.9516], [-1.1282, -0.2407, -0.8053], [-0.9276, -0.9905, 0.4791], [-1.3284, -0.1842, 1.7916], [-0.4041, 0.9267, 2.2265], [0.1227, 1.8710, 1.6773], [0.1406, 0.3982, -1.3029], [-1.7026, -0.7477, -2.8603], [-2.2947, -2.0962, -1.7389], [-0.7077, -2.0117, -2.1681], [-2.1164, 0.4206, -0.9082], [0.0330, -1.6263, 0.5353], [-1.6835, -1.7600, 0.4947], [-1.7162, -0.7919, 2.7232], [-2.1924, 0.5195, 1.3292], [-0.2099, 1.0700, 3.3337], [0.2382, 0.8314, -2.1399], [0.8764, -0.3227, -1.3859], [0.4062, 1.1406, -0.5106], [2.3216, 2.2109, 2.0494], [2.6589, 2.7587, 0.5762], [2.4284, 1.9857, 1.0522], [3.0126, -0.0323, -0.5694], [2.9981, -1.4218, -0.7947], [2.5855, -0.6452, -1.1325]],
  "e_above_lowest_kj_mol": 326.4,
  "orbital_gap_ev": 10.52,
  "total_charge": 1
}

=====

No. 6
{
  "formula": "C3H3NOS",
  "method": "ωB97M-V/def2-TZVPD",
  "elements": ["C", "C", "C", "N", "O", "S", "H", "H", "H"],
  "xyz": [[-0.1647, -1.0264, 0.3400], [0.2820, 1.2468, -0.5026], [-0.6545, 0.3475, 0.0085], [0.9404, -1.1036, -0.2490], [-1.8145, 0.6570, 0.2561], [1.1435, 1.5864, 0.8885], [-0.9234, -1.5717, 0.8562], [-0.1578, 1.8513, -1.2814], [1.3490, -1.9874, -0.3163]],
  "e_above_lowest_kj_mol": 295.0,
  "orbital_gap_ev": [7.90, 7.90]
}